Here is C36H71BCaF4N3NaO18S3 as an isolated structure from OMol25. Energies are from the ωB97M-V functional and the def2-TZVPD basis.

Each line ends with the Mulliken charge.
Cartesian coordinates (Å):
Ca (-3.00501, -2.94504, -2.55997)  0.384
S (4.05812, 9.12954, -2.77125)  1.062
S (-4.34595, 1.81628, 2.54743)  -0.209
S (-2.49344, -0.30831, 1.35391)  0.057
Na (-0.06010, -3.09063, -0.70377)  0.569
F (6.21965, 7.53070, -3.15279)  -0.257
F (5.38720, 7.41876, -1.13298)  -0.223
F (-6.50251, -1.31983, -2.74941)  -0.833
F (4.36308, 6.43071, -2.79440)  -0.185
O (0.02974, -6.11001, -9.33251)  -0.439
O (3.17351, 3.77923, -0.08805)  -0.421
O (-1.96594, -8.56506, -7.72346)  -0.524
O (2.84594, 9.00538, -1.95024)  -0.603
O (3.02441, -6.64721, -2.27580)  -0.649
O (-10.84927, 2.90206, 5.21241)  -0.331
O (3.68032, -5.54527, 4.46126)  -0.396
O (4.46497, 2.39327, -1.66697)  -0.376
O (2.90983, -4.74203, -3.53585)  -0.355
O (3.51201, -1.49082, 1.48588)  -0.437
O (-9.85884, 2.92848, 3.25357)  -0.342
O (4.92790, 10.23705, -2.35178)  -0.681
O (3.77994, 9.12965, -4.21410)  -0.671
O (0.36667, -5.06449, 0.77660)  -0.158
O (-9.92875, 4.87262, 4.47647)  -0.560
O (3.03518, -5.15321, 1.75616)  -0.348
O (2.53933, -4.81528, -7.50908)  -0.920
O (2.65126, 3.15833, -3.05331)  -0.520
N (-0.25016, 5.71143, 1.76637)  -0.639
N (-4.42144, 1.24698, -0.26555)  0.095
N (0.94083, 5.90022, 4.86918)  -0.696
C (3.11259, 2.83386, 3.54995)  -0.313
C (-0.35747, -5.37710, 2.02846)  -0.260
C (1.12290, 7.87231, 0.68063)  -0.754
C (-3.85776, 0.98556, 1.11350)  -0.265
C (2.83399, -0.47138, 2.30143)  -0.532
C (-1.68045, -7.33096, -8.16245)  -0.194
C (3.50244, -5.89582, -3.10951)  0.551
C (0.24247, 0.00337, 0.54423)  0.778
C (4.78886, -6.11966, -3.84517)  -0.480
C (3.65590, -4.03720, 1.02582)  -0.160
C (2.69230, -2.69793, 1.29895)  0.590
C (-5.34292, 0.14790, -0.74500)  -0.854
C (3.40122, 2.09958, -2.64024)  0.768
C (-9.12008, 3.59853, 2.22396)  -0.236
C (-0.91229, 0.75785, 1.46565)  -0.300
C (1.14565, -6.22082, 0.30269)  -0.480
C (-0.27464, -7.35214, -8.92805)  -0.076
C (-4.59286, -1.17904, -1.34766)  -0.805
C (0.37242, 6.69127, 1.27411)  0.562
C (2.31397, 5.26104, 4.60614)  -0.211
C (5.07087, -4.75169, -4.41307)  -0.548
C (3.68999, -4.17587, -4.58779)  0.099
C (-7.65376, 3.71043, 2.60181)  -0.955
C (-2.56047, 3.01070, -0.96832)  -0.878
C (-11.18858, 3.56260, 6.42958)  -0.625
C (3.87304, 2.64079, -0.31072)  0.153
C (5.04132, 7.57291, -2.45154)  0.551
C (2.01180, 2.07688, 2.59980)  0.190
C (-3.35127, 1.60438, -1.27276)  -0.143
C (4.08992, 1.46870, 0.86228)  -0.232
C (-10.19288, 3.68880, 4.32472)  0.763
C (-1.29830, -4.10635, 2.50397)  -0.408
C (2.68874, -6.27826, 0.87118)  -0.346
C (3.06432, 0.64023, -3.31125)  -0.763
C (1.57158, 0.91871, 0.25692)  0.101
C (2.31619, 3.62748, 4.77350)  -0.593
B (2.63595, 0.98991, 1.53565)  0.933
H (4.58592, 0.55587, 0.27404)  0.023
H (-1.10750, 1.87064, 1.15879)  0.022
H (4.88192, 1.80211, 1.65644)  0.270
H (-3.09815, 3.93643, -1.48892)  0.328
H (3.68880, -3.08535, -4.50190)  0.197
H (1.31339, 2.89357, 2.11892)  -0.289
H (-9.55734, 4.57844, 2.00320)  0.307
H (-5.97562, -0.19534, 0.19746)  0.291
H (-0.77956, -3.42631, 3.31250)  0.198
H (4.17041, -6.38509, 4.65229)  0.474
H (1.17246, 2.01891, 0.02290)  0.178
H (-2.46772, 3.28073, 0.17844)  0.173
H (-11.83697, 2.89791, 7.00770)  0.219
H (1.80392, -0.85708, 2.73054)  0.077
H (0.43531, -7.84287, -8.23854)  0.239
H (3.60554, -5.38327, 3.48652)  0.499
H (-1.04806, -6.31051, 1.87503)  0.358
H (-3.86847, 1.66276, -2.32489)  0.437
H (3.94610, 2.12521, 3.98108)  0.133
H (0.45373, -1.06498, 0.97265)  -0.510
H (-9.21653, 2.99136, 1.31695)  0.299
H (3.52997, -0.28033, 3.24558)  0.000
H (2.79125, -5.53720, 4.89900)  0.466
H (-2.26601, -4.55757, 2.98282)  0.376
H (5.58067, -6.44291, -3.16549)  0.271
H (-0.59452, 0.68475, 2.61355)  0.259
H (3.44928, -6.45459, -0.01454)  0.209
H (0.39655, 5.34895, 5.56852)  0.231
H (4.62619, -6.86134, -4.63211)  0.309
H (2.17350, 0.05846, -2.79012)  0.140
H (5.63037, -4.15798, -3.67993)  0.279
H (-11.73353, 4.49301, 6.23946)  0.288
H (2.75557, -7.25900, 1.54277)  0.308
H (0.57240, -7.21389, 0.62092)  0.299
H (-5.45688, -1.87683, -1.78585)  0.712
H (1.17734, -6.25800, -0.88987)  0.309
H (3.70144, -4.25977, -0.14555)  -0.034
H (-3.88357, -0.94309, -2.27766)  0.051
H (1.20080, 3.28437, 4.90528)  0.269
H (1.98475, -2.96215, 2.19330)  0.027
H (-2.39414, -6.87429, -8.87060)  0.222
H (2.65828, 5.62908, 3.54105)  0.145
H (-6.14620, 0.60013, -1.50289)  0.233
H (1.14696, 8.69724, 1.39802)  0.348
H (0.62537, 8.20925, -0.23290)  0.325
H (-1.59565, -6.53545, -7.40120)  0.241
H (2.15610, 0.45134, -0.64593)  -1.075
H (-0.37780, -8.12222, -9.71279)  0.240
H (0.42104, 6.02608, 3.96576)  0.274
H (2.05981, -2.58365, 0.29344)  -0.407
H (-1.44513, 3.03576, -1.39194)  0.193
H (-10.28322, 3.75702, 7.01228)  0.285
H (3.03522, 5.74666, 5.41737)  0.239
H (-2.50848, 0.76547, -1.37277)  -0.009
H (1.89165, -5.15340, -8.10019)  0.207
H (-4.04896, -1.84666, -0.53366)  0.394
H (5.64869, -4.77367, -5.34086)  0.333
H (-7.51934, 4.35052, 3.47977)  0.317
H (1.31239, 1.45223, 3.33852)  -0.067
H (-7.07251, 4.13154, 1.77665)  0.370
H (-0.27525, -0.17047, -0.51730)  0.168
H (3.98379, -0.07505, -3.43062)  0.260
H (-1.62718, -3.51069, 1.55065)  -0.202
H (-7.24559, 2.72800, 2.86020)  0.207
H (2.14870, 7.57953, 0.44031)  0.196
H (2.67910, 0.86548, -4.41695)  0.328
H (3.62176, 3.69164, 2.90112)  0.152
H (0.45228, -5.61562, 2.85957)  -0.075
H (3.24062, -4.45683, -5.54607)  0.006
H (4.78865, -3.83056, 1.33660)  0.193
H (2.84876, 3.40047, 5.81467)  0.245

Forces on atoms 1 to 2 (eV/Å):
Ca -0.22 -0.07 0.18
S -1.32 2.24 -0.73

Summary:
Kohn-Sham gap: 1.67 eV
charge: -2
maximum force: 9.896 eV/A
multiplicity: 1